(1)
The following is a DFT calculation (ωB97M-V/def2-TZVPD) of a molecular structure, C4H16MnN4O4 in a non-equilibrium geometry.

```
29
Properties=species:S:1:pos:R:3:lowdin_charge:R:1
Mn 0.22411 -0.13057 0.24145 0.89
C -1.38912 -2.13457 1.09794 -0.52
O -1.43360 -3.45595 1.56900 0.07
N -0.99421 -1.84478 -0.11388 0.05
N -0.91239 -1.07765 1.70244 0.06
H -1.87814 -2.02086 -0.61468 0.17
H -0.55497 -2.58917 -0.67048 0.17
H -1.88619 -0.55627 1.90375 0.23
H -0.75201 -1.31265 2.69664 0.17
C 2.34221 0.82390 1.48691 -0.62
O 3.36572 1.36861 2.17104 0.10
N 1.23525 1.42243 1.16161 0.07
N 2.24506 -0.30660 0.86774 0.06
H 1.03788 2.07902 2.01767 0.22
H 1.55356 2.15175 0.54801 0.16
H 2.58529 -1.05504 1.51872 0.18
H 3.07964 -0.46711 0.14344 0.23
C -2.12089 1.84782 0.09967 -0.11
O -1.31768 1.09300 -0.77598 -0.17
H -2.07016 2.79784 -0.33986 0.09
H -1.69906 2.03924 1.10362 0.09
H -3.18631 1.46119 0.29080 0.14
H -1.62531 1.41979 -1.61070 0.11
C 0.42231 -0.41823 -2.92130 -0.09
O 1.10193 0.06028 -1.77077 -0.17
H -0.57472 -0.77912 -2.74872 0.08
H 0.94904 -1.23872 -3.38912 0.11
H 0.30942 0.37209 -3.64182 0.10
H 1.94334 0.45033 -2.02316 0.12
```

Expectation value of S²: 8.753
Kohn-Sham gap (spin up / spin down) in eV: 9.174 / 10.006
HOMO level (spin up / spin down) in eV: -16.99 / -17.87
Charge: +2
Energy relative to the best compared isomer or geometry (same formula, charge and spin) in eV: 0.8510
LUMO (spin up / spin down) in Ha: -0.287 / -0.289
2S+1: 6


(2)
The following is a DFT calculation (ωB97M-V/def2-TZVPD) of C5H8N2 in the gas phase.

```
15
Properties=species:S:1:pos:R:3:lowdin_charge:R:1
C -0.77107 2.05064 1.06964 -0.05
N -0.15864 1.09567 0.35322 -0.22
C 0.35797 1.12817 -0.87784 -0.10
C 0.59502 -0.21242 -1.36550 -0.05
C 0.25686 -1.09865 -0.40792 -0.34
N 0.52536 -2.46386 -0.29802 0.08
C -0.25811 -0.32120 0.78095 -0.06
H -1.31592 -0.45640 1.00635 0.13
H -0.79101 1.95630 2.14530 0.04
H -0.96633 2.99219 0.58122 0.04
H 0.48805 2.07119 -1.38835 0.11
H 1.04107 -0.43514 -2.32894 0.10
H 0.79620 -2.89405 -1.17259 0.09
H -0.19536 -3.00561 0.15933 0.08
H 0.32417 -0.51644 1.68800 0.14
```

Kohn-Sham gap (spin up / spin down) in eV: 6.930 / 6.661
HOMO level (spin up / spin down) in eV: -5.98 / -5.74
Charge: 0
Energy relative to the best compared isomer or geometry (same formula, charge and spin) in eV: 2.7473
LUMO (spin up / spin down) in Ha: 0.035 / 0.034
2S+1: 1


(3)
The following is a DFT calculation (ωB97M-V/def2-TZVPD) of 2 unconnected molecules or ions with the total composition C7H17ClSi in a non-equilibrium geometry.

```
26
Properties=species:S:1:pos:R:3:lowdin_charge:R:1
C 1.38318 0.64988 2.64546 -0.17
C 0.78363 -2.04446 -1.72754 -0.16
C -1.26757 -0.80612 -2.29119 -0.17
C -0.43828 2.36601 -0.26543 -0.13
C 0.56798 1.77463 2.06887 -0.32
C -0.63906 -1.76172 -1.36370 -0.66
C 0.42306 1.42695 0.58646 -0.21
Si -0.99500 -1.22287 0.43692 0.43
Cl -0.23162 -2.44892 1.90809 0.25
H 0.63773 -0.24087 2.61150 0.00
H 2.00768 0.71590 3.58275 0.08
H 2.13821 0.25094 1.92524 0.07
H 1.07724 -2.67900 -0.85350 0.06
H 0.85973 -2.77542 -2.63427 0.11
H 1.38144 -1.11244 -1.88606 0.09
H -0.75340 0.08794 -1.97942 0.03
H -2.35813 -0.47517 -2.17330 0.11
H -1.05000 -1.10910 -3.31480 0.09
H -1.33546 2.51950 0.29767 0.06
H 0.18681 3.35724 -0.52929 0.13
H -0.67309 1.80953 -1.10194 -0.01
H -0.42945 1.84956 2.46455 0.09
H 1.05628 2.83485 2.19981 0.14
H -1.11863 -2.79826 -1.46980 0.12
H 1.20922 0.90086 0.13748 0.04
H -2.42248 -1.06942 0.72544 -0.08
```

Kohn-Sham gap (spin up / spin down) in eV: 7.556 / 7.584
HOMO level (spin up / spin down) in eV: -7.51 / -7.29
Charge: 0
Energy relative to the best compared isomer or geometry (same formula, charge and spin) in eV: 2.8133
LUMO (spin up / spin down) in Ha: 0.002 / 0.011
2S+1: 1


(4)
The following is a DFT calculation (ωB97M-V/def2-TZVPD) of a molecular structure, C7H10O in a non-equilibrium geometry.

```
18
Properties=species:S:1:pos:R:3:lowdin_charge:R:1
C 0.23422 -1.47017 -0.61219 -0.09
C 0.88292 -0.33732 0.27124 -0.38
C 2.17599 0.12164 -0.45390 0.05
C 0.84433 0.96302 -0.67031 -0.16
C -1.15113 0.44466 0.32357 -0.44
C -2.47697 0.83322 0.19883 0.08
C -0.06693 0.24913 1.21434 -0.17
H 1.18189 -2.42870 -0.49569 0.15
H -0.70216 -1.95685 0.12927 0.13
H -0.39528 -1.44276 -1.78590 0.18
H 2.82220 0.71990 -0.05709 0.04
H 2.44468 -0.64504 -1.19196 0.10
H 1.13724 1.74642 0.04164 0.13
H -3.02252 0.71228 1.12962 0.04
H -2.91779 0.93372 -1.01124 0.17
H 0.32414 1.07072 1.98621 0.19
H -0.78328 -0.26754 1.85718 0.12
O -0.53155 0.75366 -0.87363 -0.14
```

Kohn-Sham gap in eV: 9.153
HOMO level in eV: -8.36
Charge: 0
Energy relative to the best compared isomer or geometry (same formula, charge and spin) in eV: 10.6268
LUMO in Ha: 0.029
2S+1: 1


(5)
The following is a DFT calculation (ωB97M-V/def2-TZVPD) of a molecular structure, C26H18AuNO6P.

```
53
Properties=species:S:1:pos:R:3:lowdin_charge:R:1
Au 0.07344 0.17481 -0.05851 1.00
O 2.29888 -0.09472 0.29977 -0.05
C 2.91231 -0.07554 1.35390 -0.14
C 2.35172 -0.21123 2.69809 -0.08
C 3.12948 0.20985 3.74535 0.07
C 2.62426 0.13361 5.04927 -0.08
C 1.38083 -0.41180 5.35617 0.04
C 0.59479 -0.86804 4.32956 0.09
C 1.02448 -0.77151 2.94993 -0.33
O 0.27834 -1.16319 2.03798 0.04
N 3.45735 0.67024 6.14456 -0.34
O 2.98372 0.63735 7.25734 0.12
O 4.53906 1.12212 5.83638 0.11
H 4.00275 0.06678 1.32431 0.15
H 4.11916 0.62347 3.59909 0.14
H 1.06422 -0.46008 6.38826 0.14
H -0.37906 -1.30669 4.50286 0.14
O -3.47909 0.64743 -2.02615 0.11
C -2.66196 0.89737 -1.17643 -0.57
O -1.82560 -0.02753 -0.74483 -0.17
C -2.70390 2.27770 -0.52102 -0.12
C -3.98193 2.83295 -0.46731 0.00
C -4.20462 4.07528 0.10156 -0.03
C -3.14557 4.80987 0.61409 -0.05
C -1.86600 4.28959 0.55102 -0.08
C -1.63933 3.02940 -0.00715 -0.32
P 0.06528 2.49197 -0.12390 1.02
C 0.84029 3.19469 -1.57911 -0.35
C 2.11284 2.75328 -1.95052 -0.10
C 2.71260 3.26207 -3.08754 -0.06
C 2.04153 4.19764 -3.86675 -0.05
C 0.77070 4.62215 -3.51068 -0.05
C 0.16340 4.12194 -2.36850 -0.06
C 0.93224 3.02949 1.36787 -0.36
C 0.38418 2.64869 2.59786 -0.10
C 1.02351 2.98799 3.77659 -0.08
C 2.22834 3.68304 3.73872 -0.06
C 2.77702 4.05644 2.52122 -0.05
C 2.12759 3.74082 1.33341 -0.06
H -4.79747 2.26145 -0.88638 0.13
H -5.20992 4.47283 0.14164 0.12
H -3.31307 5.78264 1.05613 0.12
H -1.03323 4.86409 0.93938 0.12
H 2.62540 2.00010 -1.36221 0.10
H 3.69720 2.92019 -3.37660 0.11
H 2.50912 4.58732 -4.76098 0.12
H 0.24430 5.34046 -4.12420 0.12
H -0.83195 4.45177 -2.10009 0.11
H -0.55989 2.11333 2.62843 0.12
H 0.57703 2.72452 4.72726 0.12
H 2.72959 3.94924 4.66062 0.12
H 3.70431 4.61297 2.49164 0.12
H 2.54949 4.05618 0.38820 0.11
```

Expectation value of S²: 2.057
Kohn-Sham gap (spin up / spin down) in eV: 6.966 / 5.313
HOMO level (spin up / spin down) in eV: -11.15 / -12.13
Charge: +1
LUMO (spin up / spin down) in Ha: -0.154 / -0.251
2S+1: 3


(6)
The following is a DFT calculation (ωB97M-V/def2-TZVPD) of C6H10S in the gas phase in a non-equilibrium geometry.

```
17
Properties=species:S:1:pos:R:3:lowdin_charge:R:1
C -1.87739 0.89189 0.04568 -0.07
C -0.54740 0.34953 0.49285 -0.32
C -0.21476 -1.17707 0.38144 -0.08
C 1.03482 -0.83876 -0.48103 -0.21
C 1.92252 0.07381 0.33983 -0.54
S 3.79881 0.14924 0.04741 0.67
C 0.67363 0.65138 -0.39104 -0.17
H -2.56573 0.36128 0.63884 0.05
H -2.26202 0.66228 -1.00145 0.10
H -1.99750 2.04517 0.16336 0.11
H -0.23433 0.47239 1.53697 0.13
H 0.07430 -1.80865 1.19027 0.11
H -0.87879 -1.65675 -0.17151 0.06
H 1.52828 -1.28382 -1.35677 0.13
H 2.00775 0.21868 1.44634 0.08
H 3.86501 -0.65956 -1.04200 -0.16
H 0.89122 1.34228 -1.19256 0.13
```

Kohn-Sham gap in eV: 9.597
HOMO level in eV: -8.58
Charge: 0
Energy relative to the best compared isomer or geometry (same formula, charge and spin) in eV: 3.4536
LUMO in Ha: 0.038
2S+1: 1


Record-wise E_tot values, in hartree: -1832.2009, -304.7345, -1026.4855, -347.5727, -1984.4378, -632.6826